Density functional theory data (ωB97M-V with the def2-TZVPD basis set) for C48H38CsIN6O2P as an isolated structure.

Each line ends with the Mulliken charge.
Atoms and positions in Å:
1 Cs 1.001139 0.661802 0.714194  1.96
2 C 1.126891 -3.482478 4.649384  -1.51
3 C 1.573718 -2.615566 3.510084  0.47
4 N 1.187041 -1.414856 3.316912  0.24
5 N 0.376771 -0.879617 4.299994  -0.76
6 C -0.481689 -0.006253 3.819742  -0.39
7 O -0.784175 0.192558 2.607442  -0.17
8 C -1.164567 0.841677 4.875271  0.54
9 C -1.874584 1.961720 4.460302  -0.34
10 C -2.495847 2.796578 5.384903  -0.96
11 C -2.419784 2.507428 6.740483  -0.36
12 C -1.711181 1.385225 7.162820  -0.63
13 C -1.084055 0.560678 6.237775  -0.17
14 C 2.537050 -3.163365 2.495851  0.58
15 C 2.728409 -4.537863 2.377648  -0.59
16 C 3.616839 -5.023206 1.429390  -0.53
17 C 4.300304 -4.127283 0.628808  -0.56
18 C 4.046452 -2.774737 0.815778  -0.31
19 N 3.192653 -2.295882 1.716092  -0.21
20 H 0.844062 -2.850149 5.487751  0.34
21 H 0.243039 -4.070655 4.378630  0.26
22 H 1.909199 -4.178394 4.959915  0.43
23 H -1.929938 2.171864 3.400444  0.53
24 H -3.038554 3.669398 5.041339  0.40
25 H -2.905822 3.152128 7.463571  0.38
26 H -1.644519 1.154060 8.220045  0.38
27 H -0.517907 -0.307763 6.550104  0.43
28 H 2.176369 -5.219262 3.011548  0.34
29 H 3.769094 -6.090611 1.321344  0.40
30 H 5.004166 -4.452726 -0.126572  0.44
31 H 4.549844 -2.035854 0.199938  0.47
32 O 3.187105 2.476338 -2.861167  -0.83
33 C 2.996026 1.731018 -1.869020  -0.28
34 N 2.880630 2.050674 -0.595505  -0.49
35 C 3.047911 3.472097 -0.365262  -0.93
36 C 2.634167 3.929142 1.028769  0.46
37 C 3.232838 5.062170 1.586080  -0.86
38 C 2.847184 5.492273 2.840676  -0.33
39 C 1.875244 4.783402 3.535980  -0.84
40 C 1.328546 3.674572 2.919356  -0.16
41 N 1.685713 3.259743 1.695439  0.11
42 C 2.988860 0.218062 -2.164533  0.51
43 C 3.789990 -0.233063 -3.213538  -0.21
44 C 3.835073 -1.584886 -3.494633  -0.67
45 C 3.067494 -2.464288 -2.737050  -1.05
46 C 2.296048 -1.935448 -1.719534  -0.82
47 N 2.249685 -0.627777 -1.431901  0.91
48 H 4.094140 3.776317 -0.510215  0.26
49 H 2.496484 4.073585 -1.101203  0.31
50 H 4.002149 5.583689 1.028185  0.39
51 H 3.309026 6.367373 3.283284  0.39
52 H 1.552598 5.071784 4.528090  0.42
53 H 0.569387 3.081405 3.422891  0.31
54 H 4.334553 0.506968 -3.784948  0.49
55 H 4.458187 -1.955060 -4.300671  0.43
56 H 3.066071 -3.531435 -2.917463  0.52
57 H 1.679705 -2.586564 -1.105875  0.54
58 I -2.860755 0.565412 1.037530  0.16
59 C -4.347251 0.927377 -0.396073  0.17
60 C -5.494721 1.423631 0.158105  -0.58
61 C -6.656821 1.664801 -0.605114  -0.80
62 C -6.644063 1.372478 -1.927227  -0.82
63 C -5.472748 0.863545 -2.549650  1.17
64 C -5.546700 0.573078 -3.935204  -0.80
65 C -4.458456 0.111264 -4.598521  -1.22
66 C -3.246456 -0.051034 -3.897352  -0.12
67 C -3.097937 0.200976 -2.558035  0.76
68 P -1.335603 -0.011804 -1.880821  -0.28
69 C -0.439230 0.538102 -3.392142  0.29
70 C -0.590075 1.895536 -3.699118  -1.07
71 C 0.074989 2.465482 -4.769950  -0.66
72 C 0.912722 1.689235 -5.563386  -0.64
73 C 1.083276 0.350186 -5.263345  -0.65
74 C 0.419609 -0.221348 -4.178905  0.22
75 C -1.216511 -1.856481 -1.856484  1.17
76 C -1.318400 -2.685309 -2.973706  0.19
77 C -1.210440 -4.064100 -2.855596  -0.88
78 C -1.026658 -4.645691 -1.604183  -0.55
79 C -0.957826 -3.839236 -0.478175  -0.59
80 C -1.050202 -2.456633 -0.603222  -0.54
81 C -4.262328 0.652870 -1.813608  -0.34
82 H -5.515481 1.615951 1.222863  0.39
83 H -7.545465 2.059516 -0.127782  0.38
84 H -7.526040 1.521087 -2.540709  0.32
85 H -6.490749 0.731684 -4.445729  0.33
86 H -4.503241 -0.113352 -5.657469  0.43
87 H -2.380170 -0.358820 -4.474124  0.15
88 H -1.231230 2.516226 -3.080881  0.40
89 H -0.036723 3.523291 -4.971517  0.39
90 H 1.457669 2.138996 -6.383669  0.34
91 H 1.762251 -0.258772 -5.848177  0.42
92 H 0.611660 -1.258201 -3.939089  0.25
93 H -1.481230 -2.253949 -3.955408  0.28
94 H -1.273689 -4.682237 -3.743248  0.41
95 H -0.945290 -5.721723 -1.510772  0.38
96 H -0.818825 -4.274139 0.504061  0.51
97 H -0.976139 -1.868625 0.308704  0.35

Atoms 1-6, force components in eV/Å:
Cs -0.6368 -0.8236 0.5793
C -0.0208 -0.1306 0.0945
C 0.5043 -0.0805 -0.4808
N -0.5298 0.0493 0.3517
N 0.2586 0.0472 -0.3055
C -0.2396 0.0390 0.3211

For the energy relative to the best compared isomer or geometry (same formula, charge and spin), the calculation gives 24.8 kcal/mol. The spin multiplicity is 1. The total charge is -1.

Density functional theory data (ωB97M-V with the def2-TZVPD basis set) for a 7-piece molecular cluster, C10H34O7 overall.

Each line ends with the natural charge from an NBO analysis.
Atoms and positions in Å:
1 O 0.543050 -2.911492 -2.052532  -0.95
2 H 0.569139 -2.873529 -3.013277  0.49
3 H 1.438614 -2.692241 -1.777253  0.47
4 O -0.837055 -1.167345 -0.237553  -1.01
5 H -0.511661 -1.896351 -0.784328  0.51
6 H -0.050074 -0.657681 0.007213  0.50
7 C 1.434759 0.210376 2.692469  -0.64
8 C 1.460972 1.075471 1.446494  -0.07
9 O 1.483972 0.274584 0.259908  -0.77
10 H 1.364911 0.833507 3.587543  0.22
11 H 2.346361 -0.381367 2.768260  0.21
12 H 0.546089 -0.419899 2.674604  0.22
13 H 2.264981 1.812435 1.488314  0.18
14 H 0.534550 1.652813 1.401081  0.18
15 H 2.388185 0.097689 -0.018324  0.49
16 C -1.455705 2.006309 -2.385209  -0.64
17 C -2.737527 1.200742 -2.543280  -0.06
18 O -2.545913 -0.188282 -2.349215  -0.74
19 H -1.106742 1.983408 -1.351883  0.19
20 H -1.660881 3.039313 -2.679684  0.21
21 H -0.686567 1.623511 -3.056886  0.21
22 H -3.151830 1.341003 -3.540799  0.17
23 H -3.486306 1.570299 -1.827079  0.15
24 H -2.100296 -0.309771 -1.495979  0.49
25 C -2.957586 2.042244 2.599072  -0.62
26 C -2.624535 1.388214 1.290768  -0.06
27 O -2.913726 0.003094 1.361751  -0.75
28 H -2.700773 3.104213 2.558498  0.20
29 H -2.384054 1.590858 3.412222  0.20
30 H -4.014973 1.934532 2.830344  0.22
31 H -1.572794 1.567658 1.038303  0.14
32 H -3.233666 1.851646 0.501241  0.15
33 H -2.279089 -0.499461 0.835709  0.50
34 C 1.975428 -4.423343 1.872210  -0.63
35 C 0.586778 -4.475172 1.294375  -0.06
36 O -0.414725 -4.548283 2.313356  -0.72
37 H 2.108590 -5.262339 2.553678  0.22
38 H 2.176685 -3.489098 2.403715  0.19
39 H 2.732473 -4.508300 1.085986  0.20
40 H 0.492983 -5.406932 0.736480  0.18
41 H 0.370909 -3.639621 0.626309  0.16
42 H -0.469692 -3.699746 2.761888  0.46
43 C 2.247043 2.981627 -1.523318  -0.64
44 C 2.172845 2.221051 -2.811343  -0.06
45 O 2.131141 0.812431 -2.623620  -0.73
46 H 3.189008 2.836523 -0.995507  0.20
47 H 1.436752 2.699241 -0.842539  0.20
48 H 2.069001 4.046475 -1.697190  0.22
49 H 3.051575 2.460950 -3.416119  0.18
50 H 1.323436 2.545420 -3.423179  0.16
51 H 1.455925 0.642638 -1.955688  0.47

Atoms 1-6, force components in eV/Å:
O 0.1417 -0.0459 0.1429
H -0.1534 0.0780 -0.0585
H 0.0810 -0.0416 -0.0340
O -0.2091 0.1409 0.3046
H -0.0741 -0.0399 -0.2470
H 0.1405 -0.0701 -0.1172

For the energy relative to the best compared isomer or geometry (same formula, charge and spin), the calculation gives 21.9 kcal/mol. As for the SMILES: CCO.CCO.CCO.CCO.CCO.O.O. The spin multiplicity is 1.

Density functional theory data (ωB97M-V with the def2-TZVPD basis set) for C29H35F4N5O10 as an isolated structure.

Each line ends with the Mulliken charge.
Atoms and positions in Å:
1 C -0.974382 0.838484 -1.497515  -0.20
2 N -0.746284 0.359978 -2.905207  1.77
3 O -1.544742 0.653397 -3.744975  -0.86
4 O 0.142864 -0.472640 -3.126402  -0.70
5 H -1.771841 0.211465 -1.098755  0.55
6 H -1.400829 1.835398 -1.608923  0.36
7 H -0.011026 0.866169 -0.988309  -0.17
8 C 0.416079 -2.458698 -1.252411  0.63
9 N 0.100573 -3.881101 -1.463142  1.07
10 O -0.771761 -4.425226 -0.870708  -0.58
11 O 0.819307 -4.569065 -2.176195  -0.76
12 H -0.260565 -2.223564 -0.430853  -1.43
13 H 0.128114 -1.903096 -2.144885  0.73
14 H 1.447721 -2.370375 -0.911837  -0.36
15 C 0.814991 -0.183676 1.605719  0.63
16 N -0.365558 -0.523270 0.793121  0.32
17 O -0.296439 -0.761423 -0.436352  -0.17
18 O -1.405174 -0.652657 1.523276  -0.44
19 H 0.840201 -0.660482 2.585570  1.36
20 H 0.923345 0.877533 1.829773  -0.25
21 H 1.720347 -0.434524 1.052986  -1.50
22 C 3.875963 -0.193170 0.655768  -0.85
23 N 4.542685 -0.776811 1.871340  1.13
24 O 4.307462 -1.930581 2.110654  -0.61
25 O 5.256264 -0.132582 2.666071  -0.63
26 H 2.812418 -0.421736 0.724619  1.46
27 H 4.231363 -0.588714 -0.295722  0.35
28 H 3.966383 0.880646 0.819590  0.41
29 C 3.482843 -1.883994 4.161098  -0.85
30 N 2.516796 -1.513898 3.142966  0.70
31 O 2.028684 -0.362086 3.245780  -0.48
32 O 2.308026 -2.265330 2.213904  -0.38
33 H 4.456978 -1.649808 3.731790  0.36
34 H 3.388879 -2.951737 4.359034  0.30
35 H 3.222066 -1.514498 5.152849  0.34
36 F -0.829439 0.688559 2.532417  -0.14
37 C -1.901031 1.304590 1.844640  0.58
38 C -2.386737 0.643199 0.704031  0.62
39 C -3.360957 1.204076 -0.001608  -0.91
40 C -3.914767 2.423829 0.353533  -0.64
41 C -3.528002 3.031578 1.539434  -0.81
42 C -2.470140 2.500106 2.256220  -0.77
43 H -1.922108 -0.329160 0.633005  -0.42
44 H -3.725679 0.712994 -0.891671  0.53
45 H -4.678290 2.848736 -0.281205  0.53
46 H -4.029302 3.967012 1.739612  0.41
47 H -2.050760 2.957015 3.140391  0.56
48 F -3.274414 -0.184781 -1.759831  -0.45
49 C -3.158467 -1.432957 -1.159679  0.20
50 C -4.223803 -2.373358 -1.126430  -1.27
51 C -4.098297 -3.581021 -0.410106  -0.64
52 C -2.882750 -3.897953 0.207724  -0.85
53 C -1.816405 -3.013734 0.135986  -0.99
54 C -2.027104 -1.726681 -0.453188  2.96
55 H -5.177707 -2.092592 -1.547903  0.44
56 H -4.927754 -4.272628 -0.400426  0.43
57 H -2.930618 -4.768828 0.844656  0.39
58 H -0.831066 -3.111037 0.567335  0.48
59 H -1.232408 -1.008187 -0.316757  -0.86
60 F 0.516080 2.367465 -1.995972  -0.15
61 C 1.391365 1.271069 -2.036549  -0.69
62 C 2.252255 1.083328 -3.087700  -0.76
63 C 3.184430 0.103674 -3.204696  -1.25
64 C 3.235604 -0.803889 -2.209760  -0.34
65 C 2.367278 -0.740147 -1.097835  -2.51
66 C 1.451963 0.288794 -1.067721  3.93
67 H 2.381712 1.902806 -3.779157  0.45
68 H 3.901725 0.024253 -4.008166  0.47
69 H 3.948742 -1.614454 -2.238174  0.53
70 H 2.290925 -1.387781 -0.236943  0.66
71 H 0.687954 0.388301 -0.310881  0.21
72 F -0.588600 0.893523 0.638788  -1.36
73 C -0.529828 2.176464 0.326265  1.31
74 C -1.518452 2.803795 -0.409375  0.23
75 C -1.422049 4.114660 -0.854481  -0.70
76 C -0.246277 4.839069 -0.629215  -1.02
77 C 0.769991 4.241889 0.068460  -1.03
78 C 0.650872 2.892618 0.583377  -0.60
79 H -2.339791 2.223665 -0.803395  0.03
80 H -2.271730 4.431580 -1.441026  0.52
81 H -0.145969 5.868002 -0.941673  0.47
82 H 1.699580 4.784784 0.155230  0.42
83 H 1.508471 2.539427 1.136705  0.54

Atoms 1-6, force components in eV/Å:
C -1.9881 0.2556 -5.5222
N -0.5709 -2.0933 0.4036
O -0.6452 0.9970 -0.6960
O -0.9789 0.4343 -0.6913
H 1.2767 1.1443 -1.2778
H 0.9266 -2.0124 -2.1650

For the energy relative to the best compared isomer or geometry (same formula, charge and spin), the calculation gives 1205.1 kcal/mol. The spin multiplicity is 1.

Density functional theory data (ωB97M-V with the def2-TZVPD basis set) for a 2-piece molecular cluster, C4H7NO2 overall.

Each line ends with the natural charge from an NBO analysis.
Atoms and positions in Å:
1 O 2.316720 1.190961 0.028260  -0.47
2 N 1.930845 0.091360 -0.499547  0.07
3 C 0.654975 -0.225927 -0.373337  -0.06
4 C -0.064104 -1.524212 -0.653661  -0.40
5 C -1.285302 -0.912082 0.105929  -0.45
6 C -0.518032 0.419401 0.084099  0.14
7 O 0.328615 1.789250 1.299238  -0.87
8 H 1.301565 1.642483 0.773103  0.47
9 H 0.358537 -2.447557 -0.250612  0.22
10 H -0.274316 -1.659228 -1.719676  0.21
11 H -1.489968 -1.413399 1.056215  0.24
12 H -2.217413 -0.857973 -0.467574  0.22
13 H -1.030770 1.300473 -0.281808  0.20
14 H -0.011349 2.606445 0.899372  0.47

Atoms 1-6, force components in eV/Å:
O -0.0489 -0.0627 -0.0328
N -0.2032 -0.0909 -0.1670
C 0.2278 0.1008 -0.1063
C 0.1088 -0.2590 -0.0647
C -0.1218 0.0203 0.0608
C -0.0563 -0.1013 -0.5926

For the energy relative to the best compared isomer or geometry (same formula, charge and spin), the calculation gives 140.1 kcal/mol. As for the SMILES: O=NC1=CCC1.O. The spin multiplicity is 1.

> Which of these has the highest energy relative to the best compared isomer or geometry (same formula, charge and spin)?

C29H35F4N5O10

> What is the formula in the second record?

C10H34O7

> energy relative to the best compared isomer or geometry (same formula, charge and spin) of number 4 (C4H7NO2)?

140.1 kcal/mol